Record 1
C2H5P | wB97M-V/def2-TZVPD

Values from the calculation:
E_HOMO, eV: -9.3296
ΔE to the lowest compared entry with this formula, charge and spin, kcal/mol: 23.2
E, eV: -11441.5057
M, g mol⁻¹: 60.0

XYZ file:
```
8
Properties=species:S:1:pos:R:3:forces:R:3
C -1.055 -0.522 -0.432 -4.2 -2.4 -0.4
C -0.308 -0.142 0.542 3.3 1.2 -0.1
P 1.502 0.021 0.108 0.7 0.0 0.7
H -2.124 -0.977 -0.217 2.0 1.5 -0.6
H -0.694 -0.646 -1.432 0.2 -0.2 -0.4
H -0.558 0.139 1.495 -1.2 -0.1 2.3
H 2.123 1.197 0.734 -0.8 -0.8 0.5
H 1.114 0.929 -0.797 -0.1 0.9 -2.0
```
Forces are in eV/Å.

---

Record 2
C60H91F9N13O2S2 | wB97M-V/def2-TZVPD

Values from the calculation:
E_HOMO, eV: -9.2928
Total charge: +1
E, eV: -133280.9605
M, g mol⁻¹: 1261.6

XYZ file:
```
177
Properties=species:S:1:pos:R:3:forces:R:3
C 1.578 0.035 3.566 0.0 0.0 0.0
C 1.524 1.230 2.631 0.1 0.2 0.0
O 0.171 1.515 2.283 0.0 -0.3 -0.2
C 0.005 1.993 0.963 0.0 -0.1 -0.1
C -1.433 1.712 0.553 0.1 0.0 0.2
C -1.635 0.208 0.373 0.1 -0.1 0.3
C -2.936 -0.350 0.931 0.0 0.2 -0.2
C -3.187 -1.827 0.536 0.2 0.0 0.7
C -3.356 -2.617 1.851 0.2 -0.1 -0.1
C -2.162 -2.575 2.796 0.1 0.1 0.1
C -2.348 -3.378 4.091 0.3 0.1 -0.1
S -3.962 -3.159 4.902 0.0 0.1 0.2
C -4.442 -1.992 -0.329 -0.2 0.1 -0.1
C -5.727 -1.383 0.277 0.0 0.0 -0.3
C -7.009 -2.167 -0.067 -0.1 0.1 0.0
C -7.757 -2.771 1.132 0.0 -0.1 0.1
O -7.677 -4.195 1.174 0.1 0.0 -0.1
N -1.991 -2.385 -0.203 -0.4 0.4 -0.9
C -2.040 -3.818 -0.556 0.3 -0.2 0.3
C -0.802 -4.623 -0.110 0.0 0.0 0.0
C -1.301 -1.605 -1.048 0.3 -0.2 0.3
N -0.369 -2.111 -1.839 -0.2 0.0 -0.1
C 0.527 -1.309 -2.683 0.0 -0.1 0.0
C 1.231 -2.187 -3.710 0.1 0.1 0.2
C 2.347 -3.004 -3.055 -0.3 -0.2 -0.1
C 3.093 -3.868 -4.072 0.0 0.1 -0.2
C 4.477 -4.417 -3.713 0.0 0.1 0.3
F 5.374 -4.161 -4.705 -0.2 -0.1 -0.1
F 4.394 -5.770 -3.601 0.0 0.0 0.0
C 5.169 -3.983 -2.376 0.0 0.1 -0.2
F 6.193 -4.805 -2.161 -0.1 0.0 0.0
F 4.288 -4.122 -1.379 0.1 -0.1 0.1
S 5.913 -2.213 -2.314 0.0 -0.5 0.3
F 4.735 -1.687 -1.370 0.1 0.0 -0.1
F 5.062 -1.761 -3.588 0.0 0.1 0.0
F 7.079 -2.698 -3.259 0.0 0.1 0.0
F 6.738 -2.625 -1.026 -0.1 0.0 -0.1
F 6.555 -0.788 -2.260 0.1 0.1 -0.1
N -1.423 -0.220 -1.021 -0.1 -0.2 0.3
C -2.390 0.335 -2.004 0.1 0.0 -0.2
N -2.642 -0.614 -3.073 -0.1 0.2 -0.1
H 0.721 0.043 4.236 -0.1 0.1 0.1
H 2.475 0.088 4.187 0.0 -0.1 -0.1
H 1.587 -0.908 3.016 -0.1 0.0 0.0
H 2.100 1.035 1.718 0.0 0.0 0.1
H 1.974 2.111 3.103 -0.1 0.0 0.0
H 0.245 3.054 0.877 0.0 0.1 0.1
H 0.686 1.443 0.296 0.0 0.1 -0.1
H -1.670 2.284 -0.348 -0.1 -0.1 0.0
H -2.083 2.059 1.361 0.0 0.1 -0.1
H -0.830 -0.256 0.954 0.0 -0.1 -0.1
H -3.795 0.256 0.642 0.0 -0.1 -0.1
H -2.868 -0.263 2.016 -0.1 0.1 -0.1
H -4.190 -2.175 2.393 -0.1 -0.1 -0.1
H -3.643 -3.655 1.646 0.0 0.0 0.0
H -1.247 -2.933 2.317 0.0 0.0 -0.1
H -1.963 -1.536 3.081 0.0 -0.1 0.0
H -1.592 -3.041 4.801 0.0 -0.1 0.0
H -2.173 -4.440 3.929 -0.1 0.0 0.0
H -4.422 -4.397 4.710 0.0 -0.1 0.0
H -4.280 -1.532 -1.309 0.1 -0.1 0.0
H -4.605 -3.054 -0.532 0.0 0.0 0.1
H -5.837 -0.365 -0.106 0.0 0.0 0.1
H -5.641 -1.275 1.360 0.0 -0.1 0.0
H -6.784 -2.994 -0.745 0.0 0.0 0.0
H -7.701 -1.508 -0.597 0.0 0.0 0.0
H -8.818 -2.529 1.070 0.0 0.0 0.0
H -7.374 -2.352 2.068 -0.1 0.1 0.0
H -6.982 -4.458 1.783 0.0 0.0 0.0
H -2.928 -4.226 -0.089 0.0 0.0 -0.1
H -2.179 -3.889 -1.637 -0.1 0.0 0.0
H -1.076 -5.409 0.592 0.0 0.1 0.0
H -0.063 -3.984 0.374 0.0 0.0 0.0
H -0.325 -5.124 -0.956 0.0 0.0 0.0
H -0.207 -3.105 -1.836 -0.1 0.0 0.0
H -0.052 -0.531 -3.173 0.1 0.0 0.1
H 1.273 -0.845 -2.032 -0.1 0.2 -0.1
H 0.510 -2.832 -4.221 0.0 0.1 -0.1
H 1.675 -1.512 -4.446 -0.1 -0.1 -0.1
H 1.922 -3.650 -2.281 0.1 0.1 0.1
H 3.006 -2.295 -2.570 0.0 0.0 0.1
H 3.219 -3.309 -5.002 0.1 0.0 0.1
H 2.486 -4.742 -4.315 0.1 0.0 -0.1
H -1.981 1.278 -2.372 0.0 0.0 0.0
H -3.333 0.564 -1.499 0.0 -0.1 0.0
H -2.150 -0.361 -3.920 0.0 -0.1 0.0
H -3.624 -0.647 -3.310 0.0 0.0 0.0
N -4.934 2.687 0.381 0.0 0.0 0.0
C -5.386 3.831 -0.224 0.1 0.1 0.1
C -6.147 4.508 0.689 0.0 0.1 0.0
C -6.161 3.742 1.888 0.1 0.1 0.0
C -5.401 2.625 1.669 0.0 0.0 0.0
H -4.341 2.004 -0.048 0.1 0.0 0.0
H -5.121 4.074 -1.239 0.0 0.0 0.0
H -6.632 5.455 0.519 0.0 0.0 0.0
H -6.666 3.987 2.808 0.0 0.0 0.0
H -5.154 1.800 2.316 0.0 0.0 0.0
N -8.958 1.122 -1.676 0.0 0.0 0.0
C -8.327 2.030 -0.863 0.0 -0.1 -0.1
C -9.272 2.910 -0.412 0.0 0.0 0.0
C -10.520 2.520 -0.970 0.0 0.0 0.0
C -10.294 1.416 -1.746 0.0 0.0 0.0
H -8.515 0.364 -2.159 0.0 0.0 0.0
H -7.267 1.972 -0.673 0.0 0.0 0.0
H -9.089 3.742 0.247 0.0 0.0 0.0
H -11.473 2.998 -0.819 0.0 0.0 0.0
H -10.966 0.819 -2.338 0.0 0.0 0.0
N -2.399 2.525 7.114 0.0 0.0 0.0
C -2.519 1.814 5.953 0.0 0.0 0.0
C -2.705 0.498 6.291 0.0 0.0 -0.1
C -2.702 0.416 7.710 0.0 0.0 0.0
C -2.508 1.684 8.188 0.0 0.0 0.0
H -2.258 3.517 7.173 0.0 0.0 0.0
H -2.468 2.300 4.992 0.0 0.0 0.0
H -2.838 -0.318 5.599 0.0 0.0 0.0
H -2.831 -0.470 8.308 0.0 0.0 0.0
H -2.445 2.056 9.195 0.0 0.0 0.0
N 4.625 3.079 1.241 0.0 -0.1 0.0
C 4.502 2.402 0.056 0.0 0.0 0.0
C 5.629 1.633 -0.104 -0.2 0.1 0.2
C 6.456 1.856 1.031 0.0 -0.1 0.0
C 5.810 2.747 1.841 0.0 0.1 0.0
H 3.951 3.726 1.608 0.0 0.0 0.0
H 3.633 2.535 -0.566 0.0 0.0 0.0
H 5.848 0.987 -0.930 0.0 0.0 -0.1
H 7.420 1.415 1.221 0.0 0.0 0.0
H 6.095 3.179 2.785 0.0 0.0 0.0
N -3.632 6.372 2.143 0.0 -0.1 0.0
C -4.485 7.314 2.647 0.0 0.0 0.0
C -3.813 8.507 2.697 0.0 0.0 0.0
C -2.500 8.275 2.203 0.0 0.0 0.0
C -2.420 6.948 1.870 0.0 0.0 0.0
H -3.873 5.408 1.992 -0.1 0.0 0.0
H -5.493 7.059 2.925 0.0 0.0 0.0
H -4.215 9.442 3.048 0.0 0.0 0.0
H -1.708 8.997 2.105 0.0 0.0 0.0
H -1.604 6.373 1.467 0.0 0.0 0.0
N 7.530 -5.676 -6.417 0.0 0.0 0.0
C 8.687 -6.337 -6.110 0.0 0.0 0.0
C 9.252 -6.761 -7.283 0.0 0.0 0.0
C 8.402 -6.337 -8.340 0.0 0.0 0.0
C 7.348 -5.671 -7.773 0.0 0.0 0.0
H 6.907 -5.259 -5.750 0.0 0.0 0.0
H 9.010 -6.450 -5.090 0.0 0.0 0.0
H 10.173 -7.312 -7.375 0.0 0.0 0.0
H 8.548 -6.502 -9.394 0.0 0.0 0.0
H 6.492 -5.195 -8.219 0.0 0.0 0.0
N 1.046 5.804 -1.811 0.0 -0.1 0.0
C 0.369 5.566 -0.646 0.1 0.0 0.0
C 1.299 5.440 0.354 -0.1 0.0 0.0
C 2.580 5.604 -0.235 0.1 0.0 0.1
C 2.393 5.826 -1.573 -0.1 0.0 0.0
H 0.619 5.955 -2.707 0.0 0.0 0.0
H -0.707 5.523 -0.626 0.0 0.0 0.0
H 1.090 5.262 1.398 0.0 0.1 0.0
H 3.530 5.581 0.271 0.0 0.0 -0.1
H 3.099 6.005 -2.365 0.0 0.0 0.0
N 3.758 -2.750 3.901 0.0 0.0 0.0
C 3.966 -2.330 2.616 0.0 0.0 0.0
C 4.299 -3.428 1.868 0.0 0.1 0.0
C 4.293 -4.553 2.738 0.0 0.0 0.0
C 3.956 -4.101 3.985 0.0 0.0 0.0
H 3.514 -2.156 4.672 0.0 0.0 0.0
H 3.878 -1.291 2.345 0.1 0.0 0.0
H 4.533 -3.417 0.818 0.0 0.0 0.1
H 4.520 -5.574 2.479 0.0 0.0 0.0
H 3.848 -4.622 4.921 0.0 0.0 0.0
N 9.023 4.307 -2.380 0.0 0.0 0.0
C 10.131 3.675 -2.873 0.0 0.0 0.0
C 9.766 2.403 -3.224 0.0 0.0 0.0
C 8.381 2.265 -2.929 0.0 0.0 0.0
C 7.952 3.458 -2.409 0.0 0.0 0.0
H 9.002 5.251 -2.042 0.0 0.0 0.0
H 11.080 4.178 -2.932 0.0 0.0 0.0
H 10.417 1.655 -3.645 0.0 0.0 0.0
H 7.773 1.390 -3.081 0.0 0.0 0.0
H 6.983 3.765 -2.056 0.0 0.0 0.0
```
Forces are in eV/Å.

---

| no. | Kohn-Sham gap (eV) |
| --- | --- |
| 1 | 10.54 |
| 2 | 6.89 |